ORCA calculation (ωB97M-V/def2-TZVPD) on 18 unconnected molecules or ions with the total composition C93H219N11O18 in a non-equilibrium geometry.

Values from the calculation:
- HOMO energy (Eh) = -0.285
- orbital gap (eV) = 8.1
- F_max (eV Å⁻¹) = 3.6
- charge = 0
- LUMO level (eV) = 0.365

Each atom is followed by the atoms it is bonded to, with distances in Å.
CARTESIAN COORDINATES (ANGSTROEM)
1 C 1.96 4.74 -5.75  C2 1.472, H7 1.090, H8 1.090, H9 1.090
2 C 1.11 3.71 -5.12  C1 1.472, C3 1.616, N6 1.504, H10 1.090
3 C 1.93 2.37 -4.76  C2 1.616, O4 1.437, H11 1.090, H12 1.090
4 O 2.66 1.88 -5.90  C3 1.437, C5 1.422
5 C 1.89 1.02 -6.72  O4 1.422, H13 1.090, H14 1.090, H15 1.090
6 N 0.37 4.16 -3.89  C2 1.504, H16 1.010, H17 1.010
7 H 1.50 5.72 -5.87  C1 1.090
8 H 2.33 4.39 -6.71  C1 1.090
9 H 2.83 4.84 -5.11  C1 1.090
10 H 0.31 3.44 -5.81  C2 1.090
11 H 1.33 1.55 -4.36  C3 1.090
12 H 2.64 2.57 -3.96  C3 1.090
13 H 1.06 1.48 -7.25  C5 1.090
14 H 1.70 0.06 -6.24  C5 1.090
15 H 2.69 0.74 -7.42  C5 1.090
16 H 0.23 5.15 -4.02  N6 1.010
17 H 0.92 4.07 -3.05  N6 1.010
18 C 3.79 -1.08 6.09  C19 1.508, H24 1.090, H25 1.090, H26 1.090
19 C 4.64 0.16 6.20  C18 1.508, C20 1.554, N23 1.449, H27 1.090
20 C 5.86 0.06 7.16  C19 1.554, O21 1.412, H28 1.090, H29 1.090
21 O 6.34 1.35 7.47  C20 1.412, C22 1.384
22 C 7.61 1.29 8.02  O21 1.384, H30 1.090, H31 1.090, H32 1.090
23 N 4.94 0.65 4.87  C19 1.449, H33 1.010, H34 1.010
24 H 3.67 -1.62 7.03  C18 1.090
25 H 4.29 -1.83 5.48  C18 1.090
26 H 2.88 -0.82 5.56  C18 1.090
27 H 4.03 0.93 6.67  C19 1.090
28 H 6.59 -0.59 6.68  C20 1.090
29 H 5.53 -0.55 8.01  C20 1.090
30 H 7.98 2.29 8.27  C22 1.090
31 H 8.38 0.78 7.43  C22 1.090
32 H 7.61 0.78 8.98  C22 1.090
33 H 5.15 -0.19 4.35  N23 1.010
34 H 5.78 1.21 4.90  N23 1.010
35 C -0.80 2.56 -0.42  C36 1.593, H41 1.090, H42 1.090, H43 1.090
36 C -0.75 1.03 -0.86  C35 1.593, C37 1.511, N40 1.478, H44 1.090
37 C -0.37 0.02 0.20  C36 1.511, O38 1.411, H45 1.090, H46 1.090
38 O 0.94 0.27 0.67  C37 1.411, C39 1.404
39 C 1.49 -0.87 1.29  O38 1.404, H47 1.090, H48 1.090, H49 1.090
40 N -2.09 0.66 -1.39  C36 1.478, H50 1.010, H51 1.010
41 H -0.92 3.27 -1.24  C35 1.090
42 H 0.17 2.79 0.02  C35 1.090
43 H -1.49 2.62 0.43  C35 1.090
44 H 0.12 1.05 -1.51  C36 1.090
45 H -0.36 -0.99 -0.20  C37 1.090
46 H -1.08 0.05 1.03  C37 1.090
47 H 0.73 -1.21 1.99  C39 1.090
48 H 2.41 -0.73 1.84  C39 1.090
49 H 1.57 -1.73 0.63  C39 1.090
50 H -2.08 -0.31 -1.65  N40 1.010
51 H -2.22 1.17 -2.25  N40 1.010
52 C 1.41 -4.78 2.70  C53 1.535, H58 1.090, H59 1.090, H60 1.090
53 C 2.71 -4.59 3.49  C52 1.535, C54 1.539, N57 1.465, H61 1.090
54 C 3.22 -5.82 4.27  C53 1.539, O55 1.409, H62 1.090, H63 1.090
55 O 3.35 -6.93 3.40  C54 1.409, C56 1.416
56 C 3.49 -8.15 4.11  O55 1.416, H64 1.090, H65 1.090, H66 1.090
57 N 3.74 -4.28 2.49  C53 1.465, H67 1.010, H68 1.010
58 H 1.14 -3.95 2.04  C52 1.090
59 H 0.61 -4.98 3.42  C52 1.090
60 H 1.48 -5.68 2.09  C52 1.090
61 H 2.48 -3.81 4.20  C53 1.090
62 H 2.55 -6.11 5.08  C54 1.090
63 H 4.17 -5.53 4.71  C54 1.090
64 H 2.75 -8.28 4.90  C56 1.090
65 H 4.38 -8.15 4.74  C56 1.090
66 H 3.60 -8.94 3.38  C56 1.090
67 H 3.19 -3.96 1.71  N57 1.010
68 H 4.25 -5.12 2.26  N57 1.010
69 C 1.58 6.94 -1.60  C70 1.501, H72 1.090, H73 1.090, H74 1.090
70 C 2.28 5.77 -0.97  C69 1.501, O71 1.426, H75 1.090, H76 1.090
71 O 2.10 4.56 -1.69  C70 1.426, H77 0.960
72 H 1.65 7.17 -2.66  C69 1.090
73 H 1.79 7.84 -1.02  C69 1.090
74 H 0.51 6.86 -1.42  C69 1.090
75 H 1.74 5.56 -0.04  C70 1.090
76 H 3.32 6.07 -0.82  C70 1.090
77 H 2.39 3.76 -1.24  O71 0.960
78 C -5.69 0.44 2.23  C79 1.543, H81 1.090, H82 1.090, H83 1.090
79 C -5.01 1.35 1.19  C78 1.543, O80 1.418, H84 1.090, H85 1.090
80 O -3.61 1.13 1.30  C79 1.418, H86 0.960
81 H -5.26 -0.56 2.12  C78 1.090
82 H -6.78 0.46 2.20  C78 1.090
83 H -5.37 0.64 3.25  C78 1.090
84 H -5.32 2.36 1.42  C79 1.090
85 H -5.35 1.06 0.20  C79 1.090
86 H -3.28 0.91 0.43  O80 0.960
87 C 7.07 -3.00 1.68  C88 1.522, H90 1.090, H91 1.090, H92 1.090
88 C 6.85 -2.55 3.11  C87 1.522, O89 1.403, H93 1.090, H94 1.090
89 O 5.59 -1.93 3.19  C88 1.403, H95 0.960
90 H 6.95 -2.14 1.03  C87 1.090
91 H 6.31 -3.71 1.34  C87 1.090
92 H 8.06 -3.46 1.54  C87 1.090
93 H 7.65 -1.91 3.49  C88 1.090
94 H 6.85 -3.44 3.74  C88 1.090
95 H 4.92 -2.61 3.07  O89 0.960
96 C -6.34 3.29 -1.64  C97 1.554, H99 1.090, H100 1.090, H101 1.090
97 C -6.73 4.51 -2.51  C96 1.554, O98 1.416, H102 1.090, H103 1.090
98 O -8.11 4.75 -2.27  C97 1.416, H104 0.960
99 H -5.29 3.32 -1.35  C96 1.090
100 H -6.58 2.37 -2.19  C96 1.090
101 H -6.83 3.22 -0.67  C96 1.090
102 H -6.53 4.39 -3.58  C97 1.090
103 H -6.13 5.37 -2.20  C97 1.090
104 H -8.31 5.59 -2.67  O98 0.960
105 C -2.91 7.59 -3.55  C106 1.498, H108 1.090, H109 1.090, H110 1.090
106 C -2.09 6.50 -4.16  C105 1.498, O107 1.458, H111 1.090, H112 1.090
107 O -0.72 6.95 -4.33  C106 1.458, H113 0.960
108 H -2.46 8.08 -2.68  C105 1.090
109 H -3.80 7.09 -3.16  C105 1.090
110 H -3.17 8.33 -4.31  C105 1.090
111 H -2.53 6.23 -5.13  C106 1.090
112 H -2.09 5.64 -3.49  C106 1.090
113 H -0.74 7.76 -4.84  O107 0.960
114 C 4.69 1.26 0.80  C115 1.488, H117 1.090, H118 1.090, H119 1.090
115 C 3.50 2.15 0.75  C114 1.488, O116 1.384, H120 1.090, H121 1.090
116 O 2.95 1.99 -0.51  C115 1.384, H122 0.960
117 H 5.59 1.45 0.21  C114 1.090
118 H 4.29 0.26 0.66  C114 1.090
119 H 5.01 1.17 1.84  C114 1.090
120 H 3.76 3.20 0.69  C115 1.090
121 H 2.75 1.96 1.52  C115 1.090
122 H 2.42 1.19 -0.45  O116 0.960
123 C -3.47 3.50 -5.19  C124 1.499, H126 1.090, H127 1.090, H128 1.090
124 C -3.00 2.87 -3.91  C123 1.499, O125 1.450, H129 1.090, H130 1.090
125 O -1.85 2.04 -4.22  C124 1.450, H131 0.960
126 H -2.63 3.98 -5.69  C123 1.090
127 H -4.19 4.26 -4.88  C123 1.090
128 H -3.88 2.87 -5.97  C123 1.090
129 H -3.76 2.24 -3.46  C124 1.090
130 H -2.79 3.64 -3.17  C124 1.090
131 H -1.18 2.72 -4.11  O125 0.960
132 C -1.85 4.39 3.38  C133 1.573, H143 1.090, H144 1.090, H145 1.090
133 C -2.56 5.79 3.56  C132 1.573, C134 1.551, N138 1.491, C142 1.590
134 C -1.65 6.97 3.14  C133 1.551, C135 1.549, H146 1.090, H147 1.090
135 C -1.39 7.19 1.63  C134 1.549, C136 1.550, H148 1.090, H149 1.090
136 C -2.81 7.39 1.04  C135 1.550, C137 1.572, H150 1.090, H151 1.090
137 C -3.80 6.20 1.31  C136 1.572, N138 1.517, C140 1.504, C141 1.567
138 N -3.83 5.84 2.79  C133 1.491, C137 1.517, O139 1.422
139 O -4.80 4.87 3.15  N138 1.422, H161 0.960
140 C -5.17 6.64 0.89  C137 1.504, H152 1.090, H153 1.090, H154 1.090
141 C -3.35 4.97 0.46  C137 1.567, H155 1.090, H156 1.090, H157 1.090
142 C -2.95 6.04 5.08  C133 1.590, H158 1.090, H159 1.090, H160 1.090
143 H -2.60 3.62 3.52  C132 1.090
144 H -1.07 4.15 4.10  C132 1.090
145 H -1.35 4.24 2.43  C132 1.090
146 H -2.01 7.91 3.54  C134 1.090
147 H -0.67 6.80 3.59  C134 1.090
148 H -0.90 6.29 1.26  C135 1.090
149 H -0.75 8.06 1.47  C135 1.090
150 H -2.70 7.43 -0.04  C136 1.090
151 H -3.22 8.32 1.45  C136 1.090
152 H -5.53 7.27 1.70  C140 1.090
153 H -5.19 7.25 -0.01  C140 1.090
154 H -5.88 5.80 0.86  C140 1.090
155 H -3.56 5.15 -0.60  C141 1.090
156 H -2.28 4.79 0.54  C141 1.090
157 H -3.72 3.98 0.72  C141 1.090
158 H -3.49 6.96 5.28  C142 1.090
159 H -2.06 5.97 5.72  C142 1.090
160 H -3.62 5.28 5.49  C142 1.090
161 H -5.36 5.40 3.72  O139 0.960
162 C -1.21 1.75 6.45  C163 1.502, H173 1.090, H174 1.090, H175 1.090
163 C -1.11 0.53 5.58  C162 1.502, C164 1.542, N168 1.564, C172 1.538
164 C -0.31 -0.58 6.29  C163 1.542, C165 1.571, H176 1.090, H177 1.090
165 C -0.39 -1.98 5.58  C164 1.571, C166 1.501, H178 1.090, H179 1.090
166 C -1.84 -2.37 5.54  C165 1.501, C167 1.550, H180 1.090, H181 1.090
167 C -2.71 -1.39 4.71  C166 1.550, N168 1.472, C170 1.602, C171 1.540
168 N -2.53 -0.06 5.31  C163 1.564, C167 1.472, O169 1.338
169 O -3.38 0.86 4.84  N168 1.338, H191 0.960
170 C -2.39 -1.68 3.17  C167 1.602, H182 1.090, H183 1.090, H184 1.090
171 C -4.18 -1.82 4.95  C167 1.540, H185 1.090, H186 1.090, H187 1.090
172 C -0.24 0.98 4.40  C163 1.538, H188 1.090, H189 1.090, H190 1.090
173 H -1.77 1.67 7.38  C162 1.090
174 H -1.78 2.45 5.83  C162 1.090
175 H -0.25 2.22 6.69  C162 1.090
176 H 0.74 -0.32 6.19  C164 1.090
177 H -0.57 -0.62 7.35  C164 1.090
178 H 0.07 -2.78 6.15  C165 1.090
179 H 0.16 -1.89 4.64  C165 1.090
180 H -2.15 -2.54 6.57  C166 1.090
181 H -1.84 -3.35 5.05  C166 1.090
182 H -1.37 -1.51 2.83  C170 1.090
183 H -2.75 -2.64 2.81  C170 1.090
184 H -2.94 -1.01 2.50  C170 1.090
185 H -4.52 -1.75 5.98  C171 1.090
186 H -4.72 -1.12 4.31  C171 1.090
187 H -4.35 -2.82 4.56  C171 1.090
188 H -0.80 1.61 3.71  C172 1.090
189 H 0.07 0.19 3.71  C172 1.090
190 H 0.55 1.65 4.73  C172 1.090
191 H -3.31 0.88 3.89  O169 0.960
192 C -5.57 -1.54 -5.63  C193 1.527, H203 1.090, H204 1.090, H205 1.090
193 C -4.41 -1.39 -4.64  C192 1.527, C194 1.494, N198 1.502, C202 1.528
194 C -4.11 -2.61 -3.82  C193 1.494, C195 1.548, H206 1.090, H207 1.090
195 C -3.53 -3.72 -4.72  C194 1.548, C196 1.493, H208 1.090, H209 1.090
196 C -2.20 -3.27 -5.25  C195 1.493, C197 1.562, H210 1.090, H211 1.090
197 C -2.26 -1.92 -6.03  C196 1.562, N198 1.522, C200 1.575, C201 1.599
198 N -3.14 -0.93 -5.28  C193 1.502, C197 1.522, O199 1.412
199 O -3.21 0.28 -6.02  N198 1.412, H221 0.960
200 C -0.84 -1.24 -5.94  C197 1.575, H212 1.090, H213 1.090, H214 1.090
201 C -2.58 -2.09 -7.59  C197 1.599, H215 1.090, H216 1.090, H217 1.090
202 C -4.84 -0.35 -3.61  C193 1.528, H218 1.090, H219 1.090, H220 1.090
203 H -5.74 -2.54 -6.03  C192 1.090
204 H -5.38 -0.91 -6.50  C192 1.090
205 H -6.53 -1.26 -5.19  C192 1.090
206 H -3.32 -2.49 -3.08  C194 1.090
207 H -5.09 -2.89 -3.44  C194 1.090
208 H -4.21 -3.95 -5.54  C195 1.090
209 H -3.49 -4.64 -4.14  C195 1.090
210 H -1.60 -3.95 -5.86  C196 1.090
211 H -1.61 -3.07 -4.36  C196 1.090
212 H -0.64 -0.99 -4.90  C200 1.090
213 H -0.09 -1.86 -6.43  C200 1.090
214 H -0.84 -0.29 -6.48  C200 1.090
215 H -3.65 -2.13 -7.81  C201 1.090
216 H -2.28 -1.20 -8.14  C201 1.090
217 H -2.08 -2.96 -8.03  C201 1.090
218 H -5.17 0.59 -4.05  C202 1.090
219 H -3.98 -0.18 -2.96  C202 1.090
220 H -5.71 -0.64 -3.02  C202 1.090
221 H -2.61 0.85 -5.53  O199 0.960
222 C 1.58 -8.16 -5.82  C223 1.579, H233 1.090, H234 1.090, H235 1.090
223 C 0.46 -7.06 -5.77  C222 1.579, C224 1.612, N228 1.505, C232 1.509
224 C -0.81 -7.77 -5.07  C223 1.612, C225 1.514, H236 1.090, H237 1.090
225 C -0.79 -8.10 -3.59  C224 1.514, C226 1.503, H238 1.090, H239 1.090
226 C -0.49 -6.78 -2.93  C225 1.503, C227 1.637, H240 1.090, H241 1.090
227 C 0.87 -6.01 -3.42  C226 1.637, N228 1.483, C230 1.537, C231 1.519
228 N 0.79 -5.88 -4.89  C223 1.505, C227 1.483, O229 1.416
229 O 1.89 -5.15 -5.41  N228 1.416, H251 0.960
230 C 0.76 -4.58 -2.86  C227 1.537, H242 1.090, H243 1.090, H244 1.090
231 C 2.10 -6.77 -2.95  C227 1.519, H245 1.090, H246 1.090, H247 1.090
232 C 0.08 -6.70 -7.18  C223 1.509, H248 1.090, H249 1.090, H250 1.090
233 H 1.50 -8.85 -4.98  C222 1.090
234 H 2.56 -7.68 -5.88  C222 1.090
235 H 1.53 -8.69 -6.77  C222 1.090
236 H -1.69 -7.19 -5.35  C224 1.090
237 H -0.81 -8.74 -5.58  C224 1.090
238 H 0.01 -8.80 -3.35  C225 1.090
239 H -1.76 -8.50 -3.31  C225 1.090
240 H -0.46 -6.99 -1.86  C226 1.090
241 H -1.33 -6.12 -3.15  C226 1.090
242 H 1.64 -4.11 -3.31  C230 1.090
243 H -0.12 -4.05 -3.22  C230 1.090
244 H 0.87 -4.58 -1.77  C230 1.090
245 H 2.33 -6.77 -1.89  C231 1.090
246 H 1.95 -7.83 -3.17  C231 1.090
247 H 2.97 -6.40 -3.50  C231 1.090
248 H -0.70 -5.94 -7.32  C232 1.090
249 H -0.24 -7.59 -7.72  C232 1.090
250 H 0.85 -6.22 -7.79  C232 1.090
251 H 1.50 -4.27 -5.36  O229 0.960
252 C -5.78 -3.71 1.61  C253 1.566, H263 1.090, H264 1.090, H265 1.090
253 C -5.41 -3.44 0.11  C252 1.566, C254 1.540, N258 1.462, C262 1.553
254 C -4.02 -2.78 0.10  C253 1.540, C255 1.513, H266 1.090, H267 1.090
255 C -2.81 -3.68 0.15  C254 1.513, C256 1.555, H268 1.090, H269 1.090
256 C -2.91 -4.86 -0.86  C255 1.555, C257 1.582, H270 1.090, H271 1.090
257 C -4.28 -5.62 -0.65  C256 1.582, N258 1.514, C260 1.527, C261 1.531
258 N -5.46 -4.68 -0.67  C253 1.462, C257 1.514, O259 1.435
259 O -6.78 -5.24 -0.77  N258 1.435, H281 0.960
260 C -4.35 -6.56 -1.85  C257 1.527, H272 1.090, H273 1.090, H274 1.090
261 C -4.20 -6.49 0.61  C257 1.531, H275 1.090, H276 1.090, H277 1.090
262 C -6.43 -2.36 -0.35  C253 1.553, H278 1.090, H279 1.090, H280 1.090
263 H -5.07 -4.31 2.18  C252 1.090
264 H -6.75 -4.21 1.71  C252 1.090
265 H -5.85 -2.79 2.18  C252 1.090
266 H -3.95 -2.23 -0.84  C254 1.090
267 H -3.85 -2.07 0.91  C254 1.090
268 H -2.74 -4.07 1.17  C255 1.090
269 H -1.91 -3.10 -0.05  C255 1.090
270 H -2.08 -5.51 -0.57  C256 1.090
271 H -2.83 -4.67 -1.93  C256 1.090
272 H -4.58 -5.99 -2.75  C260 1.090
273 H -3.42 -7.08 -2.06  C260 1.090
274 H -5.14 -7.32 -1.81  C260 1.090
275 H -5.09 -7.11 0.64  C261 1.090
276 H -3.26 -7.05 0.63  C261 1.090
277 H -4.24 -6.03 1.60  C261 1.090
278 H -6.51 -2.14 -1.41  C262 1.090
279 H -6.23 -1.47 0.24  C262 1.090
280 H -7.47 -2.59 -0.10  C262 1.090
281 H -6.82 -5.35 -1.72  O259 0.960
282 C 2.61 5.22 2.96  C283 1.605, H293 1.090, H294 1.090, H295 1.090
283 C 3.75 4.99 4.06  C282 1.605, C284 1.582, N288 1.523, C292 1.593
284 C 4.20 6.40 4.63  C283 1.582, C285 1.525, H296 1.090, H297 1.090
285 C 3.30 7.06 5.67  C284 1.525, C286 1.496, H298 1.090, H299 1.090
286 C 2.97 6.13 6.79  C285 1.496, C287 1.559, H300 1.090, H301 1.090
287 C 2.46 4.72 6.35  C286 1.559, N288 1.498, C290 1.536, C291 1.607
288 N 3.25 4.14 5.22  C283 1.523, C287 1.498, O289 1.417
289 O 2.94 2.85 4.73  N288 1.417, H311 0.960
290 C 2.51 3.86 7.62  C287 1.536, H302 1.090, H303 1.090, H304 1.090
291 C 0.92 4.90 5.94  C287 1.607, H305 1.090, H306 1.090, H307 1.090
292 C 5.08 4.45 3.36  C283 1.593, H308 1.090, H309 1.090, H310 1.090
293 H 1.71 5.76 3.27  C282 1.090
294 H 2.31 4.23 2.62  C282 1.090
295 H 3.02 5.83 2.14  C282 1.090
296 H 5.21 6.37 5.04  C284 1.090
297 H 4.35 7.11 3.82  C284 1.090
298 H 2.36 7.35 5.21  C285 1.090
299 H 3.83 7.92 6.09  C285 1.090
300 H 2.24 6.60 7.44  C286 1.090
301 H 3.81 5.99 7.47  C286 1.090
302 H 2.20 2.84 7.39  C290 1.090
303 H 3.45 3.83 8.17  C290 1.090
304 H 1.75 4.26 8.29  C290 1.090
305 H 0.70 5.54 5.09  C291 1.090
306 H 0.43 3.96 5.69  C291 1.090
307 H 0.36 5.33 6.77  C291 1.090
308 H 5.96 4.36 4.00  C292 1.090
309 H 5.41 5.06 2.52  C292 1.090
310 H 5.00 3.42 3.01  C292 1.090
311 H 3.73 2.38 5.00  O289 0.960
312 C 3.86 -2.07 -5.62  C313 1.597, H323 1.090, H324 1.090, H325 1.090
313 C 4.81 -2.06 -4.34  C312 1.597, C314 1.553, N318 1.481, C322 1.568
314 C 4.58 -0.70 -3.65  C313 1.553, C315 1.604, H326 1.090, H327 1.090
315 C 5.26 -0.56 -2.20  C314 1.604, C316 1.562, H328 1.090, H329 1.090
316 C 4.58 -1.73 -1.41  C315 1.562, C317 1.587, H330 1.090, H331 1.090
317 C 4.95 -3.16 -1.99  C316 1.587, N318 1.455, C320 1.521, C321 1.547
318 N 4.53 -3.16 -3.38  C313 1.481, C317 1.455, O319 1.430
319 O 4.60 -4.44 -4.01  N318 1.430, H341 0.960
320 C 6.43 -3.47 -1.81  C317 1.521, H332 1.090, H333 1.090, H334 1.090
321 C 4.04 -4.14 -1.21  C317 1.547, H335 1.090, H336 1.090, H337 1.090
322 C 6.28 -2.15 -4.89  C313 1.568, H338 1.090, H339 1.090, H340 1.090
323 H 4.08 -3.01 -6.12  C312 1.090
324 H 4.12 -1.24 -6.28  C312 1.090
325 H 2.83 -2.06 -5.26  C312 1.090
326 H 5.02 0.08 -4.26  C314 1.090
327 H 3.51 -0.46 -3.65  C314 1.090
328 H 5.16 0.47 -1.87  C315 1.090
329 H 6.34 -0.68 -2.29  C315 1.090
330 H 3.54 -1.45 -1.31  C316 1.090
331 H 4.98 -1.54 -0.41  C316 1.090
332 H 6.56 -3.77 -0.77  C320 1.090
333 H 6.72 -4.37 -2.36  C320 1.090
334 H 7.05 -2.64 -2.13  C320 1.090
335 H 2.98 -3.91 -1.33  C321 1.090
336 H 4.23 -5.19 -1.41  C321 1.090
337 H 4.24 -4.25 -0.14  C321 1.090
338 H 7.11 -2.31 -4.19  C322 1.090
339 H 6.49 -1.28 -5.50  C322 1.090
340 H 6.35 -2.95 -5.62  C322 1.090
341 H 3.66 -4.66 -4.10  O319 0.960